(w)
Below is a molecular structure, CsH2O, with properties calculated with wB97M-V/def2-TZVPD.

For the molar mass, the calculation gives 150.9 g mol⁻¹. For the LUMO energy, the calculation gives -4.2 eV. As for the orbital gap: 11.855 eV.

Geometry as ORCA input:
```
! wB97M-V def2-TZVPD RIJCOSX def2/J DEFGRID3
* xyz 1 1
Cs 1.892 -26.448 6.750
O 4.007 -25.619 4.358
H 4.945 -25.451 4.452
H 3.821 -26.507 4.685
*
```

(x)
Below is a molecular structure, CsH2O, with properties calculated with wB97M-V/def2-TZVPD.

For the molar mass, the calculation gives 150.9 g mol⁻¹. For the LUMO energy, the calculation gives -4.1 eV. As for the orbital gap: 12.046 eV.

Geometry as ORCA input:
```
! wB97M-V def2-TZVPD RIJCOSX def2/J DEFGRID3
* xyz 1 1
Cs 31.278 1.201 2.070
O 30.120 -0.271 -0.524
H 30.308 0.646 -0.656
H 30.026 -0.506 -1.452
*
```

Stability summary: most stable (x), least stable (w).